78
Properties=species:S:1:pos:R:3 method="wB97M-V/def2-TZVPD" charge=-1 homo_lumo_gap_ha="0.1475 / 0.1397" homo_ev="-1.62 / -1.39" multiplicity=1 e_tot_ev=-84774.27458 molar_mass_g_mol=607.61 lumo_ev="2.4 / 2.4"
Sc -0.13 -0.37 -0.45
Cl -0.10 0.08 -2.71
P -0.39 -2.83 -0.23
C 0.65 -3.46 -1.61
C -0.14 -3.87 1.24
C -2.14 -2.86 -0.84
C 2.02 -2.75 -1.71
H 0.07 -3.22 -2.52
C 0.81 -4.98 -1.51
H 1.46 -5.25 -0.67
H 1.28 -5.34 -2.43
H -0.15 -5.49 -1.40
H 1.93 -1.71 -2.08
H 2.64 -3.29 -2.44
H 2.57 -2.74 -0.76
H -2.10 -2.31 -1.80
C -3.15 -2.14 0.08
C -2.50 -4.32 -1.13
H -1.95 -4.70 -2.00
H -3.57 -4.37 -1.38
H -2.32 -4.97 -0.27
H -2.71 -1.41 0.78
H -3.72 -2.87 0.67
H -3.87 -1.59 -0.55
C 1.28 -3.64 1.79
H -0.23 -4.90 0.85
C -1.20 -3.63 2.32
H 2.07 -3.88 1.07
H 1.42 -4.28 2.67
H 1.43 -2.60 2.11
H -1.20 -2.59 2.68
H -0.97 -4.27 3.17
H -2.21 -3.88 1.97
H 1.18 -0.25 0.94
H -1.13 0.29 1.03
P 0.38 2.82 -0.17
C -0.80 3.55 -1.41
C 0.30 3.83 1.36
C 2.06 2.91 -0.96
C -2.16 2.83 -1.38
H -0.32 3.32 -2.38
C -0.95 5.06 -1.25
H -1.51 5.31 -0.34
H -1.51 5.45 -2.10
H 0.01 5.58 -1.22
H -2.09 1.81 -1.79
H -2.87 3.38 -2.02
H -2.59 2.78 -0.37
H 1.88 2.39 -1.93
C 3.14 2.12 -0.20
C 2.44 4.37 -1.24
H 1.80 4.81 -2.02
H 3.47 4.42 -1.59
H 2.36 4.98 -0.33
H 2.74 1.48 0.59
H 3.89 2.79 0.25
H 3.67 1.46 -0.91
C -1.07 3.61 2.02
H 0.39 4.89 1.05
C 1.44 3.50 2.33
H -1.91 3.97 1.40
H -1.11 4.15 2.97
H -1.23 2.55 2.24
H 1.40 2.45 2.64
H 1.33 4.11 3.23
H 2.43 3.70 1.90
Te 0.07 -0.03 2.33
C 0.07 0.04 4.79
C -1.00 0.63 5.45
C -0.99 0.68 6.86
C 0.09 0.14 7.57
C 1.16 -0.46 6.88
C 1.14 -0.51 5.46
H -1.83 1.05 4.88
H -1.82 1.15 7.40
H 0.10 0.17 8.66
H 2.00 -0.89 7.43
H 1.97 -0.96 4.91